C27H36BBrClF3INO5Si2 as an isolated structure in a non-equilibrium geometry, computed with ωB97M-V/def2-TZVPD.

Largest force on an atom in hartree/bohr: 0.0718
HOMO level in eV: -9.3
Total energy in hartree: -5716.9934
Total charge: 0
HOMO-LUMO gap in eV: 9.32
ΔE to the lowest compared entry with this formula, charge and spin in kcal per mole: 64.5
Spin multiplicity: 1

Last column: Löwdin charge in e.
Geometry (Å):
C (0.30078, -0.63326, -6.34842)  -0.12
C (1.90103, -0.63716, -6.35209)  -0.34
C (2.54466, -0.51571, -4.85971)  -0.73
I (4.15483, 0.99502, -5.06398)  0.80
Si (3.42899, -2.13096, -4.33412)  0.37
O (4.69326, -2.37831, -5.52180)  -0.20
O (4.23924, -2.07254, -2.81300)  -0.32
Si (3.28599, -1.46593, -1.52515)  -0.13
Cl (2.81237, 0.59935, -1.64746)  0.37
Br (1.36624, -2.61546, -1.11847)  0.43
C (4.37264, -1.65921, 0.06676)  -0.27
C (4.13650, -0.48461, 1.12644)  -0.27
N (2.70965, -0.44214, 1.53874)  -0.13
C (2.39402, 0.89280, 2.13492)  -0.20
C (0.82696, 1.28145, 2.01281)  -0.09
C (2.34946, -1.54583, 2.41959)  -0.41
C (0.81211, -1.95311, 2.60430)  -0.03
O (3.18987, -2.24325, 3.04037)  0.03
B (2.26198, -3.71765, -4.54228)  -0.53
O (2.64348, -4.97685, -3.93631)  0.04
O (1.02232, -3.67309, -5.29336)  0.05
H (-0.16037, -1.66319, -6.47483)  0.07
H (-0.13988, -0.10245, -5.44872)  0.08
H (-0.03144, -0.03172, -7.26991)  0.08
H (2.33356, -1.51214, -6.94309)  0.10
H (2.21970, 0.30152, -6.92937)  0.06
H (1.73177, -0.18775, -4.14152)  0.03
H (4.32222, -2.24618, -6.42005)  0.05
H (4.20181, -2.69989, 0.48530)  0.08
H (5.46443, -1.64137, -0.29662)  0.10
H (4.49647, 0.48626, 0.63568)  0.11
H (4.85567, -0.68155, 1.99824)  0.13
H (2.94257, 1.70976, 1.54447)  0.12
H (2.77750, 0.94818, 3.20449)  0.13
H (0.43914, 0.93938, 0.99735)  0.08
H (0.71136, 2.41220, 2.13879)  0.07
H (0.22827, 0.80653, 2.86972)  0.07
H (0.49902, -1.61976, 3.65251)  0.10
H (0.23008, -1.35951, 1.83125)  0.05
H (0.61197, -3.04968, 2.40566)  0.09
H (2.21967, -4.94234, -3.04376)  0.08
H (0.39331, -4.28436, -4.84321)  0.11
F (-0.22107, 5.50616, 1.06088)  0.06
C (0.69056, 5.22290, 0.11559)  -0.29
C (1.65427, 6.16558, -0.20420)  -0.02
C (2.60089, 5.86982, -1.17927)  -0.08
C (2.56616, 4.63943, -1.83036)  -0.09
C (1.59032, 3.70298, -1.50377)  -0.11
C (0.65000, 3.99340, -0.52133)  -0.02
H (1.66040, 7.12072, 0.30744)  0.12
H (3.36425, 6.59711, -1.43208)  0.11
H (3.30240, 4.41108, -2.59399)  0.10
H (1.56185, 2.74708, -2.01426)  0.03
H (-0.11150, 3.27271, -0.24813)  0.11
F (-2.44050, -1.51295, 1.99867)  0.05
C (-3.13055, -2.22954, 2.90101)  -0.29
C (-3.67267, -3.44938, 2.53042)  -0.02
C (-4.38283, -4.19285, 3.46695)  -0.08
C (-4.55148, -3.70283, 4.75935)  -0.10
C (-4.00634, -2.47393, 5.11795)  -0.08
C (-3.28690, -1.73528, 4.18537)  -0.02
H (-3.53803, -3.81046, 1.51764)  0.11
H (-4.80499, -5.15240, 3.19016)  0.10
H (-5.10940, -4.28152, 5.48779)  0.10
H (-4.14184, -2.09144, 6.12342)  0.11
H (-2.84802, -0.78038, 4.44967)  0.12
F (-6.65854, 0.45058, 4.75244)  0.06
C (-6.21422, 1.22038, 3.74627)  -0.29
C (-6.59514, 0.92827, 2.44650)  -0.02
C (-6.13861, 1.72874, 1.40506)  -0.08
C (-5.29793, 2.80547, 1.67381)  -0.10
C (-4.91803, 3.08612, 2.98239)  -0.08
C (-5.38276, 2.29290, 4.02581)  -0.02
H (-7.24329, 0.08119, 2.25568)  0.12
H (-6.43685, 1.51354, 0.38510)  0.10
H (-4.93883, 3.42665, 0.86010)  0.10
H (-4.25988, 3.92257, 3.18994)  0.10
H (-5.10410, 2.50210, 5.05178)  0.12